[1]
DFT (wB97M-V/def2-TZVPD) results for 2 unconnected molecules or ions with the total composition C5H14.

The geometry in XYZ format:
```
19
Properties=species:S:1:pos:R:3
C -0.272 0.349 -1.126
C -0.947 0.662 -2.515
C 1.139 -0.146 -1.441
H -0.849 -0.392 -0.580
H -0.334 1.249 -0.516
H -1.912 0.152 -2.546
H -1.088 1.737 -2.559
H 1.741 -0.468 -0.584
H 1.646 0.581 -2.070
H -0.374 0.248 -3.337
H 1.070 -1.091 -1.989
C 0.462 0.250 2.509
C -0.485 -0.924 2.243
H 0.012 1.138 2.962
H 1.062 -0.006 3.396
H 1.146 0.445 1.691
H 0.004 -1.590 1.527
H -0.583 -1.554 3.125
H -1.440 -0.640 1.810
```

Frontier orbital gap   12.38 eV
Charge   0
ΔE to the lowest compared entry with this formula, charge and spin   52.0 kJ/mol
E_tot   -5411.510 eV
Highest occupied orbital energy   -11.2 eV


[2]
DFT (wB97M-V/def2-TZVPD) results for 2 unconnected molecules or ions with the total composition C5H14.

The geometry in XYZ format:
```
19
Properties=species:S:1:pos:R:3
C -0.440 2.017 0.033
C -0.156 1.266 1.333
C -1.933 2.125 -0.291
H 0.072 1.523 -0.800
H 0.002 3.016 0.041
H -0.920 1.404 2.090
H -0.080 0.202 1.126
H -2.173 2.996 -0.905
H -2.526 2.215 0.618
H 0.817 1.563 1.719
H -2.307 1.269 -0.860
C 0.835 -2.117 -0.985
C 1.625 -3.035 -0.060
H 1.384 -1.755 -1.853
H -0.091 -2.573 -1.327
H 0.527 -1.200 -0.475
H 2.219 -2.443 0.625
H 2.327 -3.694 -0.576
H 0.948 -3.662 0.518
```

Frontier orbital gap   12.41 eV
Charge   0
ΔE to the lowest compared entry with this formula, charge and spin   20.3 kJ/mol
E_tot   -5411.840 eV
Highest occupied orbital energy   -11.3 eV


[3]
DFT (wB97M-V/def2-TZVPD) results for 2 unconnected molecules or ions with the total composition C5H14.

The geometry in XYZ format:
```
19
Properties=species:S:1:pos:R:3
C 0.298 -2.042 0.140
C 0.998 -1.845 -1.222
H 0.091 -3.090 0.308
H 0.864 -1.474 0.864
H -0.652 -1.504 0.072
H 0.647 -0.924 -1.687
H 1.120 -2.725 -1.839
H 2.098 -1.673 -1.195
C -0.651 1.401 -0.186
C -1.688 1.603 0.931
C 0.768 1.252 0.348
H -0.982 0.481 -0.665
H -0.624 2.149 -0.977
H -1.148 1.872 1.844
H 0.922 1.728 1.318
H 1.096 0.214 0.472
H -2.159 0.653 1.181
H -2.506 2.264 0.645
H 1.510 1.660 -0.354
```

Frontier orbital gap   12.23 eV
Charge   0
ΔE to the lowest compared entry with this formula, charge and spin   86.3 kJ/mol
E_tot   -5411.155 eV
Highest occupied orbital energy   -11.0 eV


[4]
DFT (wB97M-V/def2-TZVPD) results for 2 unconnected molecules or ions with the total composition C5H14.

The geometry in XYZ format:
```
19
Properties=species:S:1:pos:R:3
C -1.586 0.547 0.136
C -1.230 -0.292 -1.097
C -3.057 0.829 0.339
H -0.981 1.469 0.041
H -1.193 0.159 1.080
H -1.595 0.192 -1.999
H -0.175 -0.506 -1.206
H -3.321 0.938 1.398
H -1.664 -1.290 -0.963
H -3.771 0.069 -0.012
H -3.327 1.725 -0.227
C 3.448 -0.385 0.629
C 2.022 -0.567 0.049
H 3.542 0.654 0.958
H 3.692 -1.072 1.431
H 4.166 -0.575 -0.157
H 1.406 0.323 0.172
H 1.509 -1.435 0.447
H 2.115 -0.783 -1.020
```

Frontier orbital gap   12.20 eV
Charge   0
ΔE to the lowest compared entry with this formula, charge and spin   40.3 kJ/mol
E_tot   -5411.632 eV
Highest occupied orbital energy   -11.1 eV